The following is a quantum chemistry calculation of a molecular structure, C12H40BMnO10S, from the Open Molecules 2025 dataset.

* total charge: -1
* 2S+1: 6
* gap between HOMO and LUMO (spin up / spin down): 6.133 / 6.106 eV

```
65
Properties=species:S:1:pos:R:3:forces:R:3
Mn -2.154106 -0.376203 -0.896294 -0.03 0.16 0.98
S -4.345607 -0.113362 1.447807 -1.43 -1.24 0.23
O -3.728063 -1.312487 2.059959 -0.08 0.21 0.00
O -4.630975 0.946155 2.397878 0.18 -0.05 -0.15
O -3.317129 0.416221 0.437482 0.79 0.66 -0.78
O -5.515282 -0.508486 0.630285 0.35 0.13 0.17
B -0.116708 0.256408 0.077746 0.02 -0.13 0.39
H -0.019371 -0.702443 -0.615957 0.52 -0.88 -0.28
H -0.800354 0.003685 1.029722 0.20 -0.17 0.35
H 0.923486 0.771298 0.328368 0.12 0.29 -0.19
H -0.785548 0.992697 -0.577615 -0.17 1.18 -0.52
C -2.402986 2.675230 -1.863524 -0.09 0.28 0.16
O -2.676532 1.335709 -2.315394 0.15 0.00 -0.11
H -1.400790 2.991813 -2.154706 -0.03 -0.07 -0.12
H -3.152802 3.348760 -2.279431 0.00 0.04 0.05
H -2.473603 2.698558 -0.778362 -0.16 -0.22 0.00
H -2.790998 1.371761 -3.267960 0.03 -0.17 -0.01
C -0.325794 3.013827 2.098569 0.06 -0.45 0.50
O -1.627942 2.488572 2.217004 0.14 0.51 -0.16
H -0.242788 3.930309 2.686732 -0.28 0.12 -0.15
H 0.395002 2.318945 2.550916 0.20 0.03 -0.35
H -0.058061 3.215519 1.056897 0.15 0.04 0.03
H -1.700795 1.750279 1.597917 -0.37 -0.20 0.16
C -0.136583 -1.418501 -3.411441 -0.44 0.18 -0.61
O -1.249434 -1.593263 -2.535550 -0.39 -0.13 -0.09
H -0.462217 -0.898200 -4.317749 0.04 0.20 0.14
H 0.594869 -0.813784 -2.883870 0.15 -0.15 -0.01
H 0.253583 -2.372930 -3.763903 0.22 -0.07 0.43
H -1.695808 -2.433943 -2.664540 0.15 -0.10 -0.07
C -1.743211 -3.910530 1.920765 -0.28 -0.10 0.50
C -1.294312 -3.432236 0.551985 0.16 0.28 0.53
C -1.186533 -4.533532 -0.493406 -0.28 -0.04 -0.22
O -2.142522 -2.369972 0.126368 -0.25 -0.20 -1.24
H -2.822954 -4.068241 1.996827 -0.01 0.07 -0.28
H -1.517828 -3.149206 2.666774 -0.05 0.03 -0.04
H -1.271230 -4.849250 2.219702 0.21 0.06 -0.14
H -0.338541 -2.925246 0.696093 0.13 -0.18 -0.24
H -0.970079 -5.500381 -0.040028 0.16 0.03 0.01
H -0.426048 -4.317381 -1.246500 0.01 0.03 0.02
H -2.146442 -4.639241 -1.009242 -0.01 -0.03 0.05
H -3.077158 -2.599906 0.239805 -0.06 0.22 0.82
C 2.650659 -2.318755 1.957103 0.02 -0.39 -0.10
C 2.897965 -0.955258 2.583794 0.20 -0.15 -0.39
C 4.279120 -0.864602 3.189679 -0.05 -0.14 0.73
O 2.853241 0.065903 1.595490 0.08 -0.22 0.07
H 2.842078 -3.141586 2.651579 -0.22 0.14 0.22
H 3.315594 -2.519114 1.111976 -0.03 0.33 -0.08
H 1.614854 -2.380039 1.616329 0.06 -0.09 -0.05
H 2.107742 -0.790326 3.325575 0.14 0.12 0.14
H 5.020255 -0.997772 2.402387 0.09 0.16 0.04
H 4.441394 -1.626375 3.958019 -0.10 -0.17 -0.16
H 4.414607 0.080478 3.717088 0.10 0.18 -0.35
H 2.053615 -0.056190 1.062533 -0.04 0.19 0.11
C 3.134227 2.615234 -1.430415 -0.20 -0.18 0.50
C 1.782926 3.277481 -1.674258 0.86 0.59 -0.81
C 1.932375 4.506724 -2.567038 0.30 -0.29 -0.29
O 0.971373 2.366885 -2.412719 -0.46 0.11 0.49
H 2.965403 1.805739 -0.716189 0.29 0.03 0.08
H 3.866221 3.316574 -1.024734 -0.03 -0.04 0.10
H 3.542983 2.164640 -2.335640 -0.14 0.18 -0.17
H 1.376538 3.597427 -0.710553 -0.44 -0.39 -0.04
H 0.979044 4.911439 -2.905640 -0.10 -0.11 0.12
H 2.488335 4.156406 -3.442790 -0.07 0.27 -0.13
H 2.503193 5.312576 -2.104322 0.03 -0.10 0.15
H 0.546452 1.785484 -1.767383 -0.02 -0.21 0.07
```
Forces are in eV/Å.